Entry 1:
Molecular formula: CH7N2O
Method: DFT, ωB97M-V/def2-TZVPD

Properties
* HOMO-LUMO gap (spin up / spin down): 4.20 / 11.52 eV
* multiplicity: 2
* E: -226.9210 Eh
* charge: 0
* ΔE to the lowest compared entry with this formula, charge and spin: 33.51 kcal per mole

Last column: Löwdin charge in e.
Atoms and positions in Å:
N1 2.1367 0.0424 1.0268  -0.011
H1 1.3494 -0.0058 0.3493  0.026
H2 1.8123 0.3275 1.9856  0.015
H3 2.6007 -0.8921 1.1057  0.028
H4 2.8575 0.7185 0.6799  0.034
C1 -1.2801 0.3043 -0.6032  -0.393
N2 -2.0612 -0.6218 -1.3742  0.046
O1 -0.0963 0.3542 -0.6846  -0.033
H5 -1.8713 0.9489 0.0719  0.126
H6 -2.6687 -1.1137 -0.7116  0.081
H7 -2.7790 -0.0625 -1.8456  0.081

Entry 2:
Molecular formula: CH7N2O
Method: DFT, ωB97M-V/def2-TZVPD

Properties
* HOMO-LUMO gap: 8.01 eV
* E: -226.4878 Eh
* charge: +1
* ΔE to the lowest compared entry with this formula, charge and spin: 218.11 kcal per mole

Last column: Löwdin charge in e.
Atoms and positions in Å:
O1 0.0765 2.5054 -1.5778  -0.180
H1 0.2174 1.3607 -1.7262  0.138
H2 -0.0885 2.6679 -0.6015  0.029
H3 -2.4070 0.0921 0.5801  0.352
N1 0.9814 -1.1467 0.3457  0.006
C1 -0.5733 -1.1806 0.4628  -0.154
N2 -0.8547 0.1832 0.5070  0.045
H4 1.9643 -1.1381 1.1181  0.295
H5 1.1700 -1.6896 -0.6228  0.186
H6 -1.0577 -1.7465 1.2548  0.120
H7 0.5715 0.0924 0.2598  0.162

Entry 3:
Molecular formula: CH7N2O2P
Method: DFT, ωB97M-V/def2-TZVPD

Properties
* HOMO-LUMO gap: 9.73 eV
* E: -643.6644 Eh
* charge: 0
* ΔE to the lowest compared entry with this formula, charge and spin: 26.44 kcal per mole
* SMILES: NP(N)(=O)CO

Last column: Löwdin charge in e.
Atoms and positions in Å:
N1 0.6721 -1.1964 -0.9562  -0.111
P1 -0.4794 -0.6965 0.2057  0.506
N2 0.4202 -1.2458 1.4789  -0.104
O1 -1.8300 -1.3253 0.2261  -0.356
C1 -0.1519 1.4064 0.0911  -0.228
O2 -0.6199 1.9124 -1.1648  -0.122
H1 0.1985 -1.5025 -1.8123  0.054
H2 1.3377 -0.4533 -1.2134  0.048
H3 0.3254 -0.7520 2.3795  0.065
H4 1.3744 -1.4241 1.1970  0.037
H5 -0.7313 1.7844 0.9069  0.057
H6 0.9987 1.4234 0.0061  0.102
H7 -1.5144 2.0693 -1.3446  0.053

Entry 4:
Molecular formula: CH7N2PS
Method: DFT, ωB97M-V/def2-TZVPD

Properties
* HOMO-LUMO gap (spin up / spin down): 7.90 / 7.93 eV
* E: -891.2112 Eh
* charge: 0
* ΔE to the lowest compared entry with this formula, charge and spin: 102.53 kcal per mole

Last column: Löwdin charge in e.
Atoms and positions in Å:
C1 -0.6234 -1.0071 0.1109  -0.127
N1 -2.5990 0.4399 -0.1862  0.006
N2 -1.2748 0.2499 -0.1386  -0.667
P1 -0.3850 1.6385 0.1058  0.783
S1 3.5775 0.2123 -0.0456  0.371
H1 -0.5087 -1.3305 1.0917  0.065
H2 -1.2516 -1.7292 -0.4651  0.110
H3 0.3571 -0.8433 -0.2024  0.018
H4 -3.0202 -0.3637 -0.5565  0.001
H5 3.5959 0.7473 -1.2842  -0.234
H6 -1.3851 2.6447 -0.2202  -0.136
H7 2.6334 1.2838 0.2826  -0.189

Entry 5:
Molecular formula: CH7N3
Method: DFT, ωB97M-V/def2-TZVPD

Properties
* HOMO-LUMO gap: 9.80 eV
* E: -206.5339 Eh
* charge: 0
* ΔE to the lowest compared entry with this formula, charge and spin: 19.18 kcal per mole
* SMILES: [H]/N=C/N.N

Last column: Löwdin charge in e.
Atoms and positions in Å:
H1 2.0294 -2.8444 -0.1594  0.026
N1 1.4040 -2.2646 0.4524  0.004
C1 1.9209 -1.0216 0.5054  -0.370
N2 1.2545 0.1330 0.7323  0.080
H2 2.9163 -0.8043 0.0670  0.109
H3 1.8030 0.8973 0.4203  0.079
H4 0.2831 0.1523 0.8049  0.071
N3 -3.0055 1.6942 -0.8532  -0.011
H5 -2.8474 1.7159 0.1865  0.022
H6 -2.0889 1.4089 -1.1577  -0.017
H7 -3.6696 0.9334 -0.9984  0.006

Entry 6:
Molecular formula: CH7N3O
Method: DFT, ωB97M-V/def2-TZVPD

Properties
* HOMO-LUMO gap: 9.81 eV
* E: -281.8010 Eh
* charge: 0
* ΔE to the lowest compared entry with this formula, charge and spin: 30.62 kcal per mole
* SMILES: N=C(N)N.O

Last column: Löwdin charge in e.
Atoms and positions in Å:
N1 0.1594 -0.7445 0.7936  0.034
C1 -0.2314 -0.3669 -0.3876  -0.578
N2 -0.6553 -1.3108 -1.3680  0.112
N3 -0.0700 0.9068 -0.7784  0.149
H1 0.4727 -1.7622 0.8947  0.081
H2 -1.0439 -2.1623 -1.0244  0.072
H3 -0.5068 -1.4023 -2.3313  0.061
H4 -0.2488 1.1143 -1.7033  0.071
H5 0.4037 1.5652 -0.1724  0.085
O1 0.4989 1.7773 1.8875  -0.118
H6 0.0087 0.8605 1.7795  0.048
H7 1.2126 1.5250 2.4099  -0.016

Entry 7:
Molecular formula: CH7N3O
Method: DFT, ωB97M-V/def2-TZVPD

Properties
* HOMO-LUMO gap: 10.23 eV
* E: -281.6983 Eh
* charge: 0
* ΔE to the lowest compared entry with this formula, charge and spin: 95.07 kcal per mole
* SMILES: NCNNO

Last column: Löwdin charge in e.
Atoms and positions in Å:
N1 0.3494 1.2635 -1.1911  0.004
C1 0.2298 -0.1433 -0.9715  -0.307
N2 0.7561 -0.5664 0.3356  -0.124
N3 0.0024 -0.1003 1.3483  -0.023
O1 -1.5553 -0.6925 1.1066  -0.168
H1 -0.1273 1.7773 -0.4590  0.059
H2 1.3213 1.5557 -1.1971  0.068
H3 0.7668 -0.7013 -1.7399  0.114
H4 -0.8794 -0.3775 -0.8730  0.114
H5 0.9225 -1.5751 0.3566  0.118
H6 0.3006 -0.5518 2.2155  0.107
H7 -2.0869 0.1117 1.0691  0.036

Entry 8:
Molecular formula: CH7N3O
Method: DFT, ωB97M-V/def2-TZVPD

Properties
* HOMO-LUMO gap: 9.08 eV
* E: -281.6888 Eh
* charge: 0
* ΔE to the lowest compared entry with this formula, charge and spin: 101.06 kcal per mole
* SMILES: NCN=O.N

Last column: Löwdin charge in e.
Atoms and positions in Å:
N1 1.0863 0.6717 -0.5459  0.007
C1 2.4423 0.9004 -0.0504  -0.274
N2 3.2512 -0.3628 0.2783  -0.081
O1 2.8883 -1.3921 -0.2023  -0.018
H1 0.9807 0.6437 -1.5305  0.049
H2 0.6831 -0.1323 -0.0616  0.071
H3 2.4637 1.2561 0.9967  0.094
H4 3.1182 1.7202 -0.5799  0.153
N3 -4.3040 -1.1195 0.3765  -0.045
H5 -4.4912 -0.3196 -0.2923  0.017
H6 -4.8450 -0.9093 1.2530  0.022
H7 -3.2736 -0.9565 0.3585  0.006